No. 1
The following is a DFT calculation (the ωB97M-V functional and the def2-TZVPD basis) of the molecule C6H10.

Output
energy relative to the best compared isomer or geometry (same formula, charge and spin): 97.5 kcal/mol
HOMO level: -0.2916 Eh
LUMO level: -0.33 eV

Last column: Mulliken charge in e.
Cartesian coordinates (Å):
C1 -0.93093 1.69925 1.00026  -1.367
C2 -0.27406 0.33982 0.79418  0.130
C3 2.20170 -0.39150 -0.16480  -0.644
C4 1.38516 -1.31115 -0.89951  -0.112
C5 0.05534 -1.47903 -0.94550  -0.404
C6 -0.89980 -0.49782 -0.31716  -0.504
H1 -1.99581 1.59036 1.23784  0.320
H2 -0.85325 2.31102 0.09396  0.348
H3 -0.45723 2.24874 1.82014  0.369
H4 -0.25855 -0.23430 1.72724  0.310
H5 2.61569 0.35215 -0.87828  0.185
H6 0.81560 0.50536 0.59148  0.099
H7 2.02598 -1.97306 -1.49820  0.354
H8 -0.35974 -2.28423 -1.54644  0.343
H9 -1.30303 0.16156 -1.10231  0.291
H10 -1.76707 -1.03716 0.08709  0.282

No. 2
The following is a DFT calculation (the ωB97M-V functional and the def2-TZVPD basis) of the molecule C6H10.

Output
energy relative to the best compared isomer or geometry (same formula, charge and spin): 54.5 kcal/mol
HOMO level: -0.3325 Eh
SMILES: CC#CCCC
LUMO level: 1.04 eV

Last column: Mulliken charge in e.
Cartesian coordinates (Å):
C1 -1.99153 0.54234 1.63373  -1.275
C2 -1.04889 -0.25100 0.86146  0.504
C3 -0.42160 -1.14419 0.33261  -0.221
C4 0.63623 -1.57841 -0.55064  -0.591
C5 1.40518 -0.20877 -1.15848  -0.544
C6 0.86003 1.13433 -0.66269  -0.194
H1 -2.63923 -0.18346 2.12741  0.323
H2 -1.50514 1.15734 2.39709  0.293
H3 -2.60616 1.19383 1.00501  0.295
H4 0.22479 -2.17798 -1.37683  0.293
H5 1.35399 -2.21727 -0.01313  0.297
H6 2.45942 -0.33186 -0.88997  0.279
H7 1.30679 -0.29144 -2.24545  0.272
H8 0.40924 1.77075 -1.43304  0.288
H9 1.54790 1.72039 -0.04127  0.282
H10 0.00899 0.86540 0.01418  -0.300

No. 3
The following is a DFT calculation (the ωB97M-V functional and the def2-TZVPD basis) of the molecule C6H10.

Output
energy relative to the best compared isomer or geometry (same formula, charge and spin): 74.6 kcal/mol
HOMO level: -0.3255 Eh
SMILES: C#C[C@H](C)CC
LUMO level: 0.88 eV

Last column: Mulliken charge in e.
Cartesian coordinates (Å):
C1 -1.06196 2.20161 -0.90523  -0.231
C2 -0.88333 1.18333 -0.25259  -0.945
C3 -0.48607 -0.20404 -0.17318  1.085
C4 -1.58826 -1.26194 0.00785  -1.459
C5 0.81771 -0.58119 0.56632  -0.373
C6 1.98624 0.34694 0.26399  -1.250
H1 -1.39651 3.20057 -0.86744  0.339
H2 -0.36847 0.23543 -1.27694  0.147
H3 -1.93945 -1.37007 1.04769  0.331
H4 -2.45852 -1.01696 -0.60364  0.377
H5 -1.21745 -2.24995 -0.29536  0.346
H6 1.07900 -1.61078 0.27908  0.310
H7 0.66562 -0.62857 1.66005  0.322
H8 2.24176 0.30966 -0.80033  0.307
H9 1.73510 1.38286 0.51259  0.322
H10 2.87460 0.06308 0.83714  0.371

No. 4
The following is a DFT calculation (the ωB97M-V functional and the def2-TZVPD basis) of a cluster of 2 separate species, C6H10 in total.

Output
energy relative to the best compared isomer or geometry (same formula, charge and spin): 101.6 kcal/mol
HOMO level: -0.2997 Eh
LUMO level: 0.80 eV

Last column: Mulliken charge in e.
Cartesian coordinates (Å):
C1 -0.14460 -1.04411 -1.26346  -1.173
C2 0.62254 0.02696 -0.47753  0.122
C3 0.06937 1.40999 -0.85095  -1.178
C4 0.93050 -0.37767 1.66024  -0.768
C5 -0.47283 -0.24799 1.72369  -0.125
C6 -1.63546 -0.08169 1.43301  -0.210
H1 0.09062 -0.90665 -2.33724  0.382
H2 -1.24052 -0.96396 -1.18970  0.279
H3 0.15392 -2.05899 -1.00291  0.323
H4 1.68291 -0.04357 -0.59758  0.387
H5 0.52645 2.22266 -0.28717  0.323
H6 0.30985 1.58771 -1.91795  0.382
H7 -1.02606 1.49849 -0.77890  0.280
H8 1.31167 -1.37507 1.97737  0.273
H9 1.48702 0.36332 2.27753  0.274
H10 -2.66539 -0.00943 1.63156  0.429

No. 5
The following is a DFT calculation (the ωB97M-V functional and the def2-TZVPD basis) of a structure of composition C6H10.

Output
energy relative to the best compared isomer or geometry (same formula, charge and spin): 142.8 kcal/mol
HOMO level: -0.2652 Eh
LUMO level: 0.77 eV

Last column: Mulliken charge in e.
Cartesian coordinates (Å):
C1 2.05566 -0.17186 0.40664  -1.230
C2 0.59643 -0.66380 0.35426  -0.453
C3 -1.34387 -0.76198 -0.18546  -0.763
C4 -1.87737 0.56209 0.12094  -0.171
C5 -0.51178 1.14440 -0.26197  -0.985
C6 -0.16988 -0.20454 -0.88968  0.159
H1 2.48281 -0.33034 1.40421  0.324
H2 2.11689 0.89634 0.17011  0.307
H3 2.66804 -0.72865 -0.31536  0.332
H4 0.59601 -1.74144 0.56475  0.418
H5 -1.61333 -1.77121 0.09838  0.434
H6 -2.46096 0.84989 -0.77154  0.247
H7 -2.42754 0.80134 1.03508  0.302
H8 0.11361 0.39067 0.92270  0.295
H9 -0.39012 2.11824 -0.74448  0.253
H10 0.16540 -0.38915 -1.90858  0.530

No. 6
The following is a DFT calculation (the ωB97M-V functional and the def2-TZVPD basis) of a cluster of 2 separate species, C6H10 in total.

Output
charge: +1
energy relative to the best compared isomer or geometry (same formula, charge and spin): 146.3 kcal/mol
HOMO level (alpha / beta): -0.5015 / -0.5047 Eh
spin multiplicity: 2
LUMO level (alpha / beta): -6.18 / -6.42 eV

Last column: Löwdin spin population.
Cartesian coordinates (Å):
C1 -1.46919 0.26370 0.86178  0.083
C2 -1.86526 -0.05838 -0.50448  0.714
C3 3.35560 -0.93259 0.13404  0.092
C4 2.15052 -0.32870 -0.35927  -0.009
C5 1.07068 -0.01561 0.41164  0.015
C6 -0.22694 0.10876 -0.27875  -0.004
H1 -1.52880 1.40154 1.19379  0.013
H2 -4.72869 1.11664 -0.58049  0.004
H3 -1.15589 -0.43823 1.64325  0.021
H4 -4.45946 1.33035 -1.21124  0.005
H5 0.07152 0.79280 -1.07990  0.009
H6 4.29606 -1.21686 -0.46539  0.003
H7 3.26092 -1.10399 1.27379  0.003
H8 1.97839 -0.24685 -1.45087  -0.001
H9 1.26522 0.25702 1.41490  0.002
H10 -2.01469 -0.92960 -1.00280  0.047

No. 7
The following is a DFT calculation (the ωB97M-V functional and the def2-TZVPD basis) of a cluster of 2 separate species, C6H10BClNO3 in total.

Output
charge: +1
energy relative to the best compared isomer or geometry (same formula, charge and spin): 0.0 kcal/mol
HOMO level: -0.4964 Eh
LUMO level: -4.32 eV

Last column: Mulliken charge in e.
Cartesian coordinates (Å):
B1 0.72748 1.74471 1.37407  0.679
C1 1.74215 -2.40172 0.25148  -0.610
C2 2.55968 -1.45007 -0.31202  -0.163
C3 0.65129 -2.02225 1.07863  -0.155
C4 2.39380 -0.05866 0.03029  0.213
C5 1.26143 0.32073 0.79738  -0.050
C6 -2.02160 0.05558 -1.38039  -0.636
N1 0.49742 -0.72610 1.26932  0.156
O1 1.38135 2.82272 0.97020  -0.537
O2 -0.42671 1.75489 2.01918  -0.608
O3 -0.96868 0.99770 -1.16038  -0.421
Cl1 3.24614 1.22600 -0.78011  -0.122
H1 1.95307 -3.50623 0.29994  0.345
H2 3.43344 -1.71264 -0.95536  0.399
H3 -0.04604 -2.62929 1.51139  0.553
H4 -1.80864 -0.59074 -2.34442  0.272
H5 -3.03059 0.33489 -1.53311  0.347
H6 -2.05618 -0.72054 -0.59091  0.194
H7 -1.03580 1.72175 -1.87611  0.295
H8 -0.20562 -0.38165 1.89046  0.199
H9 1.18306 3.71805 1.03281  0.316
H10 -0.54498 2.48844 2.66548  0.334

No. 8
The following is a DFT calculation (the ωB97M-V functional and the def2-TZVPD basis) of a cluster of 2 separate species, C6H10BF4NO in total.

Output
HOMO level: -0.4098 Eh
LUMO level: -0.94 eV

Last column: Mulliken charge in e.
Cartesian coordinates (Å):
O1 0.95467 2.82070 2.62091  -0.392
C1 0.10609 2.54521 1.85682  0.031
C2 -0.38916 1.10685 1.71296  -0.625
N1 0.34900 0.44158 0.64582  0.270
C3 1.24117 -0.45571 0.79993  -0.027
C4 1.84732 -0.90936 -0.47317  -0.615
C5 1.02110 -0.17026 -1.56096  -0.534
C6 0.05714 0.72801 -0.77240  -0.563
H1 -0.35376 3.30443 1.20006  0.380
H2 -0.21241 0.57709 2.65269  0.398
H3 -1.45326 1.05759 1.45531  0.286
H4 1.49412 -0.81514 1.79518  0.377
H5 2.89802 -0.57929 -0.45844  0.339
H6 1.88299 -2.00017 -0.55707  0.371
H7 0.44969 -0.86517 -2.17693  0.215
H8 1.69716 0.44573 -2.15815  0.329
H9 0.09614 1.79875 -1.00303  0.422
H10 -0.97961 0.40604 -0.92098  0.373
B1 -2.15831 -1.91382 -0.94063  0.526
F1 -2.40921 -0.51807 -0.68200  -0.445
F2 -3.36340 -2.54861 -1.15166  -0.335
F3 -1.30449 -2.03713 -2.07164  -0.390
F4 -1.47100 -2.41924 0.18738  -0.390

It is found that the electronic energy values, taken in the order of the records, are -6379.630 -6381.497 -6380.624 -6379.454 -6377.666 -6368.356 -27210.927 -21472.979 eV.
It is found that the maximum force values, taken in the order of the records, are 0.31 1.57 3.63 1.27 0.45 5.57 4.30 2.12 eV Å⁻¹.